Here is C21H60O9 as an isolated structure from the Open Molecules 2025 dataset. Energies are from wB97M-V/def2-TZVPD.

Results
* 2S+1: 1
* ΔE to the lowest compared entry with this formula, charge and spin: 3422.2 kJ/mol
* HOMO energy: -7.8 eV
* total energy: -1511.94404 hartree

Each line ends with the Mulliken charge.
CARTESIAN COORDINATES (ANGSTROEM)
1 C 2.97 0.52 -2.10  -1.540
2 C 1.72 -0.37 -2.11  -0.003
3 O 0.73 0.16 -2.96  -1.047
4 H 2.73 1.56 -1.88  0.300
5 H 3.48 0.38 -3.06  0.477
6 H 3.66 0.11 -1.36  0.499
7 H 1.33 -0.46 -1.09  -0.644
8 H 1.97 -1.39 -2.43  1.556
9 H 1.07 0.04 -3.85  0.790
10 C 1.84 -3.65 0.32  -1.696
11 C 1.42 -2.56 -0.67  0.721
12 O 0.94 -3.32 -1.71  -0.626
13 H 2.16 -3.28 1.29  0.292
14 H 2.60 -4.35 -0.02  0.479
15 H 0.96 -4.25 0.55  0.336
16 H 2.30 -1.97 -0.90  0.306
17 H 0.71 -1.84 -0.26  -0.153
18 H 1.62 -3.18 -2.37  0.734
19 C -0.90 -1.76 -3.92  -1.161
20 C -0.40 -1.90 -2.50  -0.453
21 O -0.55 -0.65 -1.85  0.825
22 H -0.71 -2.63 -4.56  0.503
23 H -0.35 -1.01 -4.49  0.078
24 H -1.97 -1.57 -3.84  0.385
25 H 0.65 -2.18 -2.54  -0.185
26 H -0.91 -2.71 -1.98  0.224
27 H 0.14 -0.08 -2.21  0.417
28 O 0.02 -0.22 0.37  0.879
29 H -0.59 -0.72 0.93  0.685
30 H -0.40 -0.22 -0.49  -1.388
31 C -1.62 2.56 3.87  -1.945
32 C -0.90 1.97 2.64  1.565
33 C -1.72 1.80 1.42  -0.662
34 O 0.07 2.96 2.31  -0.695
35 H -0.90 2.84 4.63  0.453
36 H -2.28 1.84 4.36  0.264
37 H -2.13 3.50 3.67  0.420
38 H -0.37 1.04 2.82  -0.663
39 H -1.14 1.39 0.59  -0.870
40 H -2.22 2.73 1.15  1.031
41 H -2.46 1.00 1.54  1.100
42 H 0.60 2.72 1.54  0.396
43 C -0.81 1.86 -1.06  1.099
44 C -0.16 2.77 -2.12  -0.847
45 C 1.24 3.25 -1.77  -0.286
46 O -0.05 2.03 -3.27  -0.831
47 H -1.13 2.41 -0.17  1.341
48 H -0.10 1.09 -0.74  0.479
49 H -1.75 1.43 -1.41  -0.671
50 H -0.74 3.68 -2.25  0.607
51 H 1.87 2.46 -1.38  -1.261
52 H 1.00 4.00 -1.02  0.449
53 H 1.70 3.77 -2.60  0.224
54 H 0.47 1.26 -3.05  0.945
55 C 0.42 -0.70 2.98  -1.033
56 C 0.07 -1.83 2.02  1.707
57 C 0.01 -3.18 2.81  -1.898
58 O -1.17 -1.57 1.42  -0.163
59 H 1.40 -0.79 3.44  0.599
60 H -0.34 -0.72 3.76  0.493
61 H 0.41 0.29 2.54  -0.713
62 H 0.82 -1.87 1.23  -1.936
63 H -0.37 -4.01 2.22  0.476
64 H -0.60 -3.11 3.71  0.441
65 H 0.98 -3.44 3.24  0.404
66 H -1.83 -1.79 2.08  0.471
67 C -2.87 0.42 -0.45  -0.264
68 C -2.81 -1.09 -0.55  1.530
69 C -4.04 -1.72 0.09  -2.034
70 O -2.91 -1.47 -1.94  -0.784
71 H -3.82 0.77 -0.84  0.709
72 H -2.10 0.90 -1.04  -0.206
73 H -2.72 0.73 0.59  -1.260
74 H -1.88 -1.46 -0.13  -0.113
75 H -4.96 -1.44 -0.41  0.398
76 H -4.09 -1.60 1.17  0.298
77 H -4.00 -2.81 0.06  0.479
78 H -2.12 -1.14 -2.37  0.183
79 C 2.49 2.87 0.95  -1.606
80 C 1.90 1.46 0.93  1.195
81 C 2.12 0.73 2.28  -1.703
82 O 0.48 1.59 0.77  -0.038
83 H 1.97 3.56 1.61  0.375
84 H 2.35 3.38 -0.01  0.210
85 H 3.56 2.96 1.17  0.380
86 H 2.33 0.86 0.12  -0.467
87 H 3.16 0.81 2.60  0.377
88 H 1.75 -0.29 2.18  0.335
89 H 1.58 1.14 3.13  0.248
90 H 0.12 0.70 0.69  -0.327

***

Here is C21H61AsB3F18N5O8 as an isolated structure from the Open Molecules 2025 dataset. Energies are from wB97M-V/def2-TZVPD.

Results
* 2S+1: 1
* HOMO energy: -9.5 eV
* total energy: -5821.15733 hartree

Each line ends with the Mulliken charge.
CARTESIAN COORDINATES (ANGSTROEM)
1 C -0.57 -0.34 5.70  -1.749
2 C -1.53 0.38 4.71  1.796
3 C -2.86 -0.33 4.50  -0.596
4 O -3.38 -0.68 5.77  -0.327
5 C -4.70 -1.16 5.79  -0.806
6 N -1.87 1.79 5.23  -0.654
7 H -0.96 2.19 5.59  0.247
8 H -2.32 3.03 3.56  0.360
9 H -2.49 1.58 6.02  0.292
10 H -0.41 -1.38 5.44  0.309
11 H -1.05 -0.29 6.70  0.417
12 H 0.39 0.16 5.83  0.452
13 H -1.01 0.43 3.74  -0.900
14 H -2.86 -1.30 3.95  0.225
15 H -3.63 0.29 3.94  0.400
16 H -4.78 -2.27 5.55  0.247
17 H -5.31 -0.72 5.02  0.324
18 H -5.07 -0.97 6.74  0.286
19 C -1.97 -0.58 -6.55  -1.531
20 C -1.23 -1.76 -5.83  0.063
21 C 0.10 -2.23 -6.45  -0.533
22 O 0.28 -3.50 -5.88  -0.340
23 C 1.52 -4.11 -5.92  -0.668
24 N -0.88 -1.38 -4.43  0.208
25 H -1.61 -1.03 -3.77  0.246
26 H -0.44 -2.17 -3.93  0.283
27 H -0.21 -0.60 -4.33  0.224
28 H -2.35 -1.06 -7.41  0.503
29 H -1.33 0.26 -6.78  0.326
30 H -2.76 -0.24 -5.92  0.374
31 H -1.83 -2.64 -5.79  0.412
32 H 1.00 -1.58 -6.24  0.280
33 H 0.09 -2.31 -7.54  0.487
34 H 1.87 -4.61 -6.86  0.316
35 H 1.40 -5.03 -5.32  0.246
36 H 2.30 -3.50 -5.41  0.225
37 C 4.98 -3.16 0.09  -1.286
38 C 4.20 -4.48 0.12  0.366
39 C 4.34 -5.30 1.38  -0.545
40 O 4.13 -6.67 1.17  -0.408
41 C 4.42 -7.64 2.13  -0.787
42 N 2.81 -4.26 -0.16  0.362
43 H 2.29 -4.17 0.76  0.360
44 H 2.68 -3.29 -0.59  -0.340
45 H 2.36 -4.90 -0.75  0.460
46 H 4.75 -2.53 0.98  0.112
47 H 4.62 -2.55 -0.77  0.343
48 H 6.06 -3.29 -0.04  0.476
49 H 4.52 -5.14 -0.70  0.317
50 H 3.71 -4.85 2.18  0.184
51 H 5.35 -5.11 1.74  0.451
52 H 5.44 -7.48 2.61  0.278
53 H 4.55 -8.57 1.74  0.346
54 H 3.57 -7.75 2.79  0.289
55 C -1.01 1.42 0.64  0.861
56 C 0.07 0.40 0.77  0.022
57 C -0.48 -0.97 0.27  0.212
58 O -1.57 -1.18 1.10  -0.201
59 C -2.04 -2.51 1.22  -0.803
60 N 1.38 0.76 0.07  0.536
61 H 1.81 1.57 0.49  0.628
62 H 2.06 -0.01 0.10  -0.211
63 H 1.21 1.05 -0.90  0.197
64 H -0.74 2.40 1.03  -1.096
65 H -1.84 1.08 1.24  0.541
66 H -1.18 1.51 -0.46  -0.467
67 H 0.30 0.19 1.77  0.293
68 H 0.26 -1.76 0.44  -0.227
69 H -0.84 -1.06 -0.74  0.216
70 H -2.83 -2.60 2.00  0.270
71 H -1.21 -3.23 1.42  0.219
72 H -2.63 -2.76 0.25  0.272
73 C -2.36 5.56 -2.91  -1.094
74 C -1.28 5.45 -1.79  0.414
75 C -1.31 6.70 -0.90  -0.785
76 O -2.58 6.77 -0.31  -0.318
77 C -2.79 7.95 0.52  -0.759
78 N -1.42 4.17 -1.00  0.625
79 H -2.28 4.18 -0.49  0.449
80 H -1.52 3.49 -1.70  -0.044
81 H -0.64 4.00 -0.32  -0.389
82 H -3.05 4.68 -2.90  0.242
83 H -1.86 5.49 -3.95  0.308
84 H -2.90 6.54 -2.92  0.301
85 H -0.29 5.34 -2.30  0.374
86 H -1.10 7.53 -1.58  0.577
87 H -0.44 6.61 -0.19  0.326
88 H -2.18 8.80 0.19  0.364
89 H -2.63 7.71 1.61  0.191
90 H -3.83 8.27 0.39  0.263
91 B 1.92 3.87 -0.65  0.164
92 F 2.35 5.18 -0.71  -0.346
93 F 1.08 3.74 0.55  -0.229
94 F 1.03 3.57 -1.66  -0.291
95 F 2.94 2.87 -0.50  -0.376
96 B -2.66 1.35 -3.15  0.427
97 F -1.57 1.92 -3.88  -0.437
98 F -3.70 0.94 -3.95  -0.301
99 F -1.98 0.12 -2.56  -0.503
100 F -3.07 2.09 -2.07  -0.337
101 B 1.84 -1.64 -2.64  0.675
102 F 2.70 -1.89 -3.63  -0.300
103 F 0.89 -2.70 -2.64  -0.586
104 F 2.53 -1.54 -1.30  -0.457
105 F 1.26 -0.35 -2.69  -0.252
106 As 2.54 -2.06 3.30  1.986
107 F 0.98 -1.32 3.19  -0.541
108 F 1.87 -3.44 2.41  -0.645
109 F 4.04 -2.96 3.31  -0.501
110 F 3.25 -0.72 4.10  -0.498
111 F 2.04 -2.89 4.74  -0.515
112 F 2.90 -1.27 1.72  -0.475
113 O -0.72 5.22 2.21  -0.359
114 C -0.96 4.19 3.07  0.730
115 O -0.11 3.80 3.87  -0.621
116 O -2.15 3.68 2.88  -0.463
117 H 0.20 5.55 2.41  0.323